[1]
{"formula": "C2H4N2O", "method": "ωB97M-V/def2-TZVPD", "elements": ["O", "N", "N", "C", "C", "H", "H", "H", "H"], "coordinates": [[1.68, -0.24, 0.39], [-0.44, -0.66, -0.49], [-0.24, 0.81, 1.40], [-0.91, 0.38, 0.41], [0.98, -0.58, -0.54], [0.26, -1.68, -0.14], [-1.83, 0.85, 0.05], [-0.58, 1.71, 1.72], [1.30, -0.80, -1.56]], "e_tot_ev": -7162.670, "orbital_gap_ev": 9.6874, "largest_force_ev_per_a": 3.7, "e_lumo_ev": 0.20, "e_homo_ha": -0.3487, "e_above_lowest_kj_mol": 367.5}

=====

[2]
{"formula": "C3H12N6", "method": "ωB97M-V/def2-TZVPD", "elements": ["N", "N", "N", "N", "N", "N", "C", "C", "C", "H", "H", "H", "H", "H", "H", "H", "H", "H", "H", "H", "H"], "coordinates": [[-1.45, -1.95, 0.51], [1.94, -1.45, -0.40], [-1.34, 0.48, 0.32], [-2.42, 0.75, -0.60], [2.25, 0.97, 0.28], [0.96, 0.71, -0.16], [-0.20, 1.46, 0.36], [-0.67, -0.84, 0.29], [0.59, -0.58, -0.09], [-3.04, -0.11, -0.58], [-2.09, 1.13, -1.59], [2.35, -1.61, -1.35], [2.09, -2.37, 0.15], [2.34, 1.64, 1.05], [2.70, 1.42, -0.49], [-0.30, 2.30, -0.38], [-0.06, 1.78, 1.36], [-3.02, 1.45, -0.31], [-2.16, -1.80, 1.18], [-1.04, -2.85, 0.54], [2.56, -0.52, -0.09]], "e_tot_ev": -12222.189, "spin_multiplicity": 3, "orbital_gap_ev": [6.1601, 9.2039], "largest_force_ev_per_a": 8.0, "e_lumo_ev": [-6.67, -9.25], "e_homo_ha": [-0.4714, -0.6782], "total_charge": 2, "e_above_lowest_kj_mol": 146.2}

=====

[3]
{"formula": "C32H65CdClN3O7S2SbSi7", "method": "ωB97M-V/def2-TZVPD", "elements": ["Sb", "Cd", "Cl", "S", "S", "Si", "Si", "Si", "Si", "Si", "Si", "Si", "O", "O", "O", "O", "O", "O", "O", "N", "N", "N", "C", "C", "C", "C", "C", "C", "C", "C", "C", "C", "C", "C", "C", "C", "C", "C", "C", "C", "C", "C", "C", "C", "C", "C", "C", "C", "C", "C", "C", "C", "C", "C", "H", "H", "H", "H", "H", "H", "H", "H", "H", "H", "H", "H", "H", "H", "H", "H", "H", "H", "H", "H", "H", "H", "H", "H", "H", "H", "H", "H", "H", "H", "H", "H", "H", "H", "H", "H", "H", "H", "H", "H", "H", "H", "H", "H", "H", "H", "H", "H", "H", "H", "H", "H", "H", "H", "H", "H", "H", "H", "H", "H", "H", "H", "H", "H", "H"], "coordinates": [[0.08, -3.14, 0.05], [0.24, 0.70, 0.00], [3.65, -0.77, -0.91], [-0.62, -0.34, -2.29], [-0.43, -0.41, -5.26], [-0.24, 4.43, 1.88], [-2.41, 3.77, -0.99], [-0.26, 3.28, -0.17], [0.80, -4.54, 2.07], [-2.25, -4.16, -0.29], [1.13, 4.44, -1.65], [1.36, -4.47, -1.74], [-1.60, 0.06, 4.00], [1.46, 0.37, -3.57], [0.97, -1.13, 3.97], [3.24, -1.27, 0.39], [3.33, 0.64, -1.01], [2.93, -1.49, -1.93], [5.07, -0.96, -1.08], [2.24, 1.29, 1.75], [-0.08, 0.03, 2.25], [-2.25, 0.00, 0.52], [-2.48, 0.03, 1.83], [2.33, 0.52, -4.68], [4.58, 1.62, 2.05], [-0.80, 6.25, 1.74], [-1.38, 3.67, 3.17], [0.98, 6.34, -1.62], [-3.73, 3.41, 0.32], [2.28, 0.36, 2.69], [0.97, -0.32, 3.05], [-4.85, -0.07, 1.49], [4.61, 0.63, 3.03], [2.98, 4.13, -1.42], [-1.32, 0.02, 2.81], [0.73, 3.90, -3.41], [-0.46, -4.33, 3.45], [0.76, -6.25, -1.99], [3.38, 1.91, 1.44], [2.47, -3.93, 2.65], [0.99, -6.39, 1.73], [-2.72, 5.59, -1.45], [-3.37, -3.53, 1.09], [-2.49, -6.04, -0.27], [-2.90, -3.57, -1.95], [3.18, -4.64, -1.29], [3.44, -0.01, 3.37], [1.14, -3.59, -3.37], [-3.29, -0.07, -0.31], [0.21, -0.09, -3.75], [-4.60, -0.12, 0.13], [1.45, 4.52, 2.71], [-3.77, 0.01, 2.36], [-2.89, 2.85, -2.56], [-2.41, 3.30, -3.44], [2.22, 4.94, 2.06], [-0.31, -6.32, -2.13], [-3.79, 5.71, -1.67], [1.25, -6.64, -2.88], [-3.06, -2.57, 1.49], [3.51, 4.58, -2.26], [1.04, -6.89, -1.15], [1.43, 4.35, -4.12], [1.49, -2.56, -3.30], [1.37, 5.16, 3.60], [3.36, 4.60, -0.50], [-0.53, -3.28, 3.74], [-3.99, -3.61, -1.97], [3.31, 2.66, 0.66], [3.31, -4.96, -0.25], [-3.43, 2.64, 1.04], [-3.95, 4.32, 0.89], [3.27, 0.86, -4.24], [-4.39, -3.44, 0.73], [3.21, 3.07, -1.40], [-3.97, 2.92, -2.70], [1.06, -6.93, 2.68], [-3.56, -6.23, -0.14], [5.48, 2.14, 1.74], [-5.86, -0.09, 1.87], [-0.27, 6.79, 0.95], [-2.45, 6.29, -0.66], [3.39, -0.78, 4.12], [0.17, -6.81, 1.15], [-2.58, -2.55, -2.19], [1.92, -6.58, 1.17], [-3.88, 0.05, 3.43], [-1.45, -4.69, 3.15], [-1.09, 2.65, 3.42], [0.80, 2.82, -3.48], [-2.18, -6.51, -1.20], [3.72, -3.71, -1.42], [-1.33, 4.26, 4.09], [1.60, 6.76, -2.42], [-2.53, -4.21, -2.75], [-4.66, 3.07, -0.15], [-0.29, 4.18, -3.70], [1.71, -4.10, -4.16], [1.34, 6.74, -0.67], [-2.60, 1.80, -2.56], [2.90, -4.64, 3.37], [-0.05, 6.68, -1.76], [-2.42, 3.66, 2.84], [1.93, 1.26, -5.38], [0.09, -3.57, -3.68], [3.17, -3.79, 1.83], [1.79, 3.53, 3.03], [5.55, 0.37, 3.51], [2.46, -0.43, -5.19], [-1.97, -6.53, 0.55], [-2.17, 5.87, -2.36], [-3.37, -4.24, 1.93], [3.63, -5.41, -1.93], [-0.14, -4.90, 4.33], [-0.60, 6.76, 2.69], [2.35, -2.97, 3.16], [-5.40, -0.19, -0.59], [-3.05, -0.08, -1.37], [-1.87, 6.32, 1.54]], "e_tot_ev": -153483.489, "orbital_gap_ev": 6.6846, "largest_force_ev_per_a": 0.5, "e_lumo_ev": 4.18, "e_homo_ha": -0.0919, "total_charge": -2, "e_above_lowest_kj_mol": 0.0}

=====

[4]
{"formula": "C6H9N2O2S", "method": "ωB97M-V/def2-TZVPD", "elements": ["S", "O", "O", "N", "N", "C", "C", "C", "C", "C", "C", "H", "H", "H", "H", "H", "H", "H", "H", "H"], "coordinates": [[-1.70, -0.46, 1.57], [-2.74, -1.27, 2.11], [-1.78, 0.95, 1.70], [-1.11, 1.78, -0.88], [-0.14, -0.92, 2.11], [0.29, -0.96, 0.79], [1.66, -1.23, 0.24], [-0.80, -0.70, 0.00], [-0.57, 0.39, -1.24], [1.79, -0.42, -1.04], [0.88, 0.42, -1.54], [-0.26, 2.33, -0.75], [1.89, -2.21, 0.04], [2.92, -0.35, -1.26], [0.44, -1.31, 2.82], [1.32, 1.05, -2.30], [-1.75, 2.31, -1.48], [-1.56, 1.63, 0.09], [2.35, -1.04, 1.01], [-1.14, 0.01, -1.99]], "e_tot_ev": -24267.697, "orbital_gap_ev": 9.8036, "largest_force_ev_per_a": 4.0, "e_lumo_ev": -3.48, "e_homo_ha": -0.4883, "total_charge": 1, "e_above_lowest_kj_mol": 243.5}